[1]
Here is a cluster of 2 separate species, C4H10NO3 in total in a non-equilibrium geometry from the OMol25 dataset. Energies are from the ωB97M-V functional and the def2-TZVPD basis.

The geometry in XYZ format:
```
18
Properties=species:S:1:pos:R:3
O -0.48141 -1.80457 2.14960
C 0.50341 -1.18343 1.88482
C 0.62208 -0.44146 0.55824
C 1.37546 0.87801 0.61172
C 1.57919 1.51204 -0.75014
O 0.91072 1.13033 -1.67821
N -0.74741 -0.25343 -0.01867
H 1.36448 -1.03540 2.53926
H 1.14293 -1.14315 -0.09997
H 0.83385 1.58664 1.24198
H 2.29113 0.68454 1.17657
H 2.40562 2.21241 -0.85667
H -0.63096 0.20424 -0.91842
H -1.19123 -1.16695 -0.10857
H -1.36025 0.33906 0.54167
H -3.14602 0.20465 -1.93703
H -2.75521 -1.08598 -2.59954
O -2.71640 -0.63755 -1.73665
```

E_LUMO = -3.55 eV
total charge = +1
calculated total energy = -438.62676 Ha
relative energy (zero: lowest compared OMol25 entry of this formula, charge and spin) = 0.969 eV

=====

[2]
Here is a structure of composition C29H30Cl4F2IrN4O3P in a non-equilibrium geometry from the OMol25 dataset. Energies are from the ωB97M-V functional and the def2-TZVPD basis.

The geometry in XYZ format:
```
74
Properties=species:S:1:pos:R:3
Ir 0.00734 -0.81826 0.08629
F -2.70968 -5.38715 0.79602
C -2.71932 -4.05012 0.65690
C -1.52065 -3.38183 0.53372
C -1.52858 -1.99728 0.39656
C -2.77277 -1.31350 0.37157
C -3.94287 -2.05008 0.51805
F -5.13727 -1.41712 0.53299
C -3.95149 -3.41862 0.66127
C -2.69400 0.15300 0.26186
C -3.73976 1.04856 0.05611
C -3.47197 2.40462 -0.01565
C -2.16948 2.85942 0.13201
C -1.16744 1.92632 0.29849
N -1.42046 0.61581 0.34022
H -0.59052 -3.93354 0.54644
H -4.87180 -3.96983 0.77966
H -4.74589 0.67622 -0.03829
H -4.28061 3.10466 -0.17828
H -1.92764 3.91195 0.10333
H -0.12259 2.19419 0.38881
Cl 6.16946 -3.44745 0.81072
C 4.64877 -2.69607 1.12646
C 4.47238 -1.93773 2.27757
Cl 5.76830 -1.75909 3.40290
C 3.25614 -1.28775 2.50683
Cl 3.01028 -0.28689 3.89096
C 2.21939 -1.39145 1.59026
O 1.06181 -0.75064 1.75290
C 2.38380 -2.19582 0.44829
O 1.33566 -2.30297 -0.33537
C 3.60222 -2.82200 0.21131
Cl 3.77065 -3.72935 -1.24672
O 1.51903 0.61609 -0.79222
P 2.45298 0.84873 -1.93536
N 2.11106 -0.19097 -3.16625
C 2.62133 -0.00269 -4.53335
C 1.42174 -0.31100 -5.42450
C 0.70750 -1.40654 -4.63851
C 0.84315 -0.95278 -3.18706
N 2.30532 2.37279 -2.57157
C 0.96566 2.80696 -3.01457
C 0.94853 4.32264 -2.78049
C 2.43014 4.69582 -2.74636
C 3.04334 3.51328 -2.01182
N 4.02792 0.73873 -1.51414
C 5.06736 0.18701 -2.39065
C 6.34911 0.49154 -1.62625
C 5.93246 0.29829 -0.16816
C 4.49354 0.82020 -0.11490
H 3.43745 -0.70368 -4.73244
H 3.00100 1.01182 -4.66384
H 1.71797 -0.61822 -6.42661
H 0.78327 0.57116 -5.51419
H 1.21994 -2.36028 -4.77724
H -0.33442 -1.54077 -4.92546
H 0.88656 -1.79181 -2.49336
H 0.00262 -0.30410 -2.89848
H 0.17932 2.30423 -2.44287
H 0.82524 2.56086 -4.07059
H 0.48758 4.54352 -1.81510
H 0.38564 4.85307 -3.54680
H 2.62688 5.64809 -2.25620
H 2.83014 4.74245 -3.76161
H 2.87718 3.61434 -0.93126
H 4.11286 3.39679 -2.18006
H 5.04750 0.65934 -3.37410
H 4.93315 -0.89249 -2.52390
H 6.64525 1.52845 -1.80366
H 7.17265 -0.15505 -1.92546
H 6.57935 0.82539 0.53134
H 5.96005 -0.76004 0.09135
H 4.45692 1.85567 0.23763
H 3.86231 0.22427 0.54113
```

E_LUMO (alpha / beta) = -0.93 / -0.93 eV
calculated total energy = -4054.12472 Ha
relative energy (zero: lowest compared OMol25 entry of this formula, charge and spin) = 0.171 eV

=====

[3]
Here is the molecule C2H7N2P in a non-equilibrium geometry from the OMol25 dataset. Energies are from the ωB97M-V functional and the def2-TZVPD basis.

The geometry in XYZ format:
```
12
Properties=species:S:1:pos:R:3
C 1.52193 -0.06895 -0.50363
C -0.62782 -1.19241 -0.09681
N -1.78945 1.65576 1.09454
N 0.15745 0.02259 -0.35631
P -0.59536 1.97146 0.21891
H 1.88578 0.93795 -0.65859
H 2.00642 -0.50471 0.33021
H 1.91117 -0.72222 -1.22318
H -1.55155 -0.98914 -0.70555
H -0.08878 -1.87054 -0.77500
H -0.54385 -1.54514 1.00966
H -2.28594 2.30535 1.66574
```

E_LUMO = -0.12 eV
calculated total energy = -531.16088 Ha
relative energy (zero: lowest compared OMol25 entry of this formula, charge and spin) = 2.477 eV

=====

[4]
Here is a structure of composition C33H31AsBrIN5O7STi in a non-equilibrium geometry from the OMol25 dataset. Energies are from the ωB97M-V functional and the def2-TZVPD basis.

The geometry in XYZ format:
```
81
Properties=species:S:1:pos:R:3
Ti 0.16562 0.09676 0.37252
Br -4.44180 -3.69510 4.37768
C -2.91328 -2.98132 3.49922
C -1.89704 -2.39993 4.25556
C -0.78548 -1.87997 3.62803
C -0.67981 -1.89411 2.23083
O 0.36454 -1.38707 1.61906
C -1.70194 -2.51432 1.48495
C -1.61120 -2.59177 0.03993
N -0.69594 -2.02897 -0.65754
C -0.64040 -2.24973 -2.05735
C -1.36058 -3.18232 -2.75543
C -1.24825 -3.28792 -4.15953
C -0.38638 -2.48916 -4.85120
C 0.41766 -1.55452 -4.15525
C 1.38004 -0.73350 -4.79419
C 2.13807 0.10972 -4.04540
C 1.90920 0.17588 -2.65032
N 1.00190 -0.53094 -2.03857
C 0.27831 -1.42279 -2.76414
C -2.81553 -3.05571 2.13110
H -1.98684 -2.35750 5.33275
H 0.01352 -1.42352 4.19705
H -2.39655 -3.18672 -0.43621
H -2.02721 -3.86352 -2.24349
H -1.85802 -4.01254 -4.68373
H -0.28851 -2.57442 -5.92677
H 1.51040 -0.80323 -5.86782
H 2.91244 0.72131 -4.48625
H 2.51100 0.82432 -2.02520
H -3.59830 -3.52919 1.55082
C 1.58298 4.20889 -0.73368
C 1.39686 2.87003 -0.36978
N 0.47951 2.09294 -0.91127
C -0.32142 2.61349 -1.86796
C -0.16072 3.92149 -2.34094
C 0.81306 4.72995 -1.73507
C -0.99263 4.41559 -3.40544
C -1.97779 3.65977 -3.92007
C -2.24486 2.35253 -3.38419
C -3.34526 1.58692 -3.79727
C -3.60382 0.39570 -3.17534
C -2.72359 -0.03998 -2.17614
N -1.64677 0.61965 -1.82235
C -1.42042 1.82012 -2.38279
H 2.33226 4.79977 -0.22484
H 2.02895 2.41239 0.38195
H 0.92867 5.75765 -2.05969
H -0.81435 5.41993 -3.77092
H -2.60716 4.03042 -4.72020
H -3.99364 1.96612 -4.57851
H -4.46516 -0.20437 -3.43477
H -2.92858 -0.95499 -1.63323
C -0.81144 4.05148 3.10310
As 0.10956 2.35498 3.05444
C 1.88844 3.14177 3.23303
C 0.06152 1.56210 4.80289
O 0.59851 1.23643 1.85313
H -0.39660 4.57315 3.96524
H -1.88198 3.90540 3.18906
H -0.59890 4.58514 2.18111
H 1.96922 3.67442 4.18211
H 2.08807 3.83756 2.41693
H 2.62498 2.33864 3.19187
H 0.16112 2.35535 5.54231
H 0.90526 0.87688 4.87030
H -0.87548 1.02983 4.93630
O -1.58534 2.68674 0.82745
S -2.29047 1.54306 1.39503
O -3.69890 1.54687 1.11574
O -1.66732 0.24682 0.79563
O -1.95020 1.43932 2.85424
N 3.05327 -0.56052 2.22577
C 3.10571 0.12948 1.01200
O 2.02245 0.04126 0.22037
C 4.16620 0.86055 0.64896
I 6.08410 -1.10174 -0.97610
H 2.26594 -1.18096 2.31856
H 3.94389 -0.89029 2.55567
H 4.95733 1.06287 1.35423
H 4.12098 1.47539 -0.23628
```

E_LUMO = 1.30 eV
total charge = -1
calculated total energy = -8432.00228 Ha
relative energy (zero: lowest compared OMol25 entry of this formula, charge and spin) = 2.225 eV

=====

Q: calculated total energy of number 3 (C2H7N2P)?
A: -531.16088 Ha

=====

Q: Which of these has the highest calculated total energy?
A: C4H10NO3